[1]
Entry from OMol25: a cluster of 2 separate species, C4H11NS in total (wB97M-V/def2-TZVPD).

```
! wB97M-V def2-TZVPD RIJCOSX def2/J DEFGRID3
* xyz -1 2
C 2.06775 -0.77095 -1.19821
S 1.74157 -2.42383 -0.55101
C 1.09451 -2.00256 1.09039
H 2.47786 -0.10222 -0.44211
H 1.12423 -0.34503 -1.53371
H 2.79584 -0.86097 -1.99999
H 0.81593 -2.97009 1.54161
H 1.87948 -1.73659 1.79385
H 0.17458 -1.44023 0.98082
C -1.93511 0.54011 0.69066
C -1.61337 1.79247 0.30004
N -1.65696 2.38288 -0.93664
H -2.74996 0.01973 0.20341
H -1.56615 0.14994 1.62899
H -0.87013 2.32879 0.89194
H -2.35752 2.05935 -1.56959
H -1.42256 3.37920 -0.89046
*
```

Computed properties:
Relative energy (zero: lowest compared OMol25 entry of this formula, charge and spin)   221.9 kJ/mol
E_HOMO (alpha / beta)   1.23 / -4.25 eV
Max |F|   2.2 eV/A



[2]
Entry from OMol25: an isolated molecule of C4H11NS (wB97M-V/def2-TZVPD).

```
! wB97M-V def2-TZVPD RIJCOSX def2/J DEFGRID3
* xyz 0 1
N 2.85065 -0.50590 -0.33641
C 1.85196 0.51593 -0.15897
C 0.54542 -0.15511 0.02689
C -0.79509 0.65509 0.12470
C -1.91565 -0.36812 0.43675
S -3.55635 -0.12008 -0.25567
H 3.07507 -0.73753 0.62744
H 2.53679 -1.33317 -0.87683
H 2.12085 1.19416 0.71251
H 1.75395 1.25237 -0.95300
H 0.52727 -0.94926 -0.64823
H 0.64076 -0.59581 1.00918
H -1.15663 1.19185 -0.74753
H -0.74622 1.42744 0.87886
H -1.78412 -1.36732 0.16021
H -2.26537 -0.42692 1.48260
H -3.68326 0.32238 -1.48250
*
```

Computed properties:
Relative energy (zero: lowest compared OMol25 entry of this formula, charge and spin)   138.3 kJ/mol
E_HOMO   -8.87 eV
SMILES   NCCCCS
Max |F|   3.3 eV/A



[3]
Entry from OMol25: a cluster of 2 separate species, C4H11NS in total (wB97M-V/def2-TZVPD).

```
! wB97M-V def2-TZVPD RIJCOSX def2/J DEFGRID3
* xyz 0 1
C 2.97800 0.53006 0.07071
C 3.08858 0.18878 1.36531
N 3.48226 -1.03643 1.91386
H 3.20120 -0.27633 -0.63302
H 3.23305 1.50559 -0.31484
H 2.97186 0.94126 2.14410
H 3.41330 -1.77127 1.20743
H 2.83431 -1.26834 2.66404
C -2.00895 1.12988 -1.57573
S -2.09360 0.13827 -0.06647
C -3.57030 -0.92969 -0.25628
H -2.21353 2.16862 -1.30331
H -1.01136 1.12075 -2.00537
H -2.73870 0.91522 -2.35503
H -3.98742 -0.94897 -1.26352
H -4.32119 -0.48145 0.38383
H -3.25751 -1.92597 0.02428
*
```

Computed properties:
Relative energy (zero: lowest compared OMol25 entry of this formula, charge and spin)   143.1 kJ/mol
E_HOMO   -8.34 eV
SMILES   C=CN.CSC
Max |F|   2.0 eV/A



[4]
Entry from OMol25: an isolated molecule of C4H11NS (wB97M-V/def2-TZVPD).

```
! wB97M-V def2-TZVPD RIJCOSX def2/J DEFGRID3
* xyz 0 1
C -3.15237 0.56464 0.06765
S -2.01538 -0.80339 -0.45348
C -0.41880 0.07198 -0.13264
C 0.59425 -1.02597 -0.06837
C 1.99123 -0.47980 0.29707
N 2.48010 0.42515 -0.68580
H -3.27553 1.50773 -0.61000
H -2.66093 0.94096 0.96430
H -4.05797 0.12244 0.43342
H -0.16901 0.78005 -0.94077
H -0.36034 0.58603 0.80941
H 0.38404 -1.91382 0.53946
H 0.49850 -1.46490 -1.11811
H 1.83568 -0.01292 1.22230
H 2.73639 -1.23855 0.54050
H 2.14950 1.32514 -0.40054
H 3.44065 0.61523 -0.46440
*
```

Computed properties:
Relative energy (zero: lowest compared OMol25 entry of this formula, charge and spin)   101.5 kJ/mol
E_HOMO   -8.57 eV
SMILES   CSCCCN
Max |F|   3.0 eV/A



[5]
Entry from OMol25: an isolated molecule of C4H11NS (wB97M-V/def2-TZVPD).

```
! wB97M-V def2-TZVPD RIJCOSX def2/J DEFGRID3
* xyz 0 1
C -2.14088 -0.60930 -1.82974
N -0.83623 -0.90747 -1.30846
C -0.44863 -0.06344 -0.18804
C -0.13309 1.37768 -0.57686
C 0.74954 -0.69997 0.55144
S 1.48676 0.42449 1.75329
H -2.19263 0.44947 -2.06950
H -2.37232 -1.10188 -2.76837
H -2.93932 -0.80099 -1.12926
H -0.62140 -1.85813 -1.04973
H -1.22658 -0.08371 0.59276
H -0.79826 1.77121 -1.35214
H -0.35096 2.05379 0.24230
H 0.87422 1.47472 -0.97019
H 0.38006 -1.60733 1.02308
H 1.49687 -0.99375 -0.18855
H 2.45952 -0.40345 2.15211
*
```

Computed properties:
Relative energy (zero: lowest compared OMol25 entry of this formula, charge and spin)   53.2 kJ/mol
E_HOMO   -8.82 eV
SMILES   CN[C@H](C)CS
Max |F|   1.4 eV/A



[6]
Entry from OMol25: an isolated molecule of C4H11NS (wB97M-V/def2-TZVPD).

```
! wB97M-V def2-TZVPD RIJCOSX def2/J DEFGRID3
* xyz 0 1
C -2.56517 0.62029 0.89894
C -1.15957 0.12061 0.10054
N -1.45701 -0.02921 -1.36051
C -0.00888 1.07324 0.43530
C 1.35954 0.55116 -0.16385
S 2.06857 -1.15746 0.14170
H -3.05385 1.55221 0.54926
H -2.68172 0.74047 1.99756
H -3.33882 -0.09938 0.51422
H -0.86540 -0.77612 0.65612
H -2.31881 -0.55759 -1.59915
H -1.60482 0.85274 -1.82227
H -0.13760 2.02144 -0.00682
H 0.14496 0.89644 1.48097
H 1.25803 0.39247 -1.21030
H 2.22469 1.32157 0.08938
H 1.71979 -1.81218 -1.01809
*
```

Computed properties:
Relative energy (zero: lowest compared OMol25 entry of this formula, charge and spin)   146.0 kJ/mol
E_HOMO   -8.90 eV
SMILES   C[C@@H](N)CCS
Max |F|   4.1 eV/A



[7]
Entry from OMol25: a cluster of 2 separate species, C4H11NS2 in total (wB97M-V/def2-TZVPD).

```
! wB97M-V def2-TZVPD RIJCOSX def2/J DEFGRID3
* xyz -1 2
S 2.51073 -0.61053 1.60781
S -0.96631 -0.33311 -2.35496
C -1.52165 -1.32462 -0.99334
C -0.82285 -0.98196 0.32575
C -0.78364 0.58073 0.59737
N -0.09229 1.46135 -0.33610
C 1.38115 1.30183 -0.44824
H 2.66208 -0.20646 2.93914
H -2.61438 -1.29040 -0.91603
H -1.35554 -2.35662 -1.36186
H 0.20728 -1.33941 0.37266
H -1.27246 -1.35991 1.23596
H -1.80039 0.96992 0.73014
H -0.08942 0.65384 1.45873
H -0.55111 1.36950 -1.26932
H 1.72308 2.19810 -1.02719
H 1.49321 0.40374 -1.09516
H 1.89251 0.86400 0.53466
*
```

Computed properties:
Relative energy (zero: lowest compared OMol25 entry of this formula, charge and spin)   113.5 kJ/mol
E_HOMO (alpha / beta)   -3.12 / -3.05 eV
Max |F|   2.4 eV/A



[8]
Entry from OMol25: an isolated molecule of C4H11NS2 (wB97M-V/def2-TZVPD).

```
! wB97M-V def2-TZVPD RIJCOSX def2/J DEFGRID3
* xyz 0 1
C -1.78968 -0.55309 1.96136
C -1.83527 -1.25988 0.60407
S -0.21059 -1.33123 -0.21664
S -0.21626 0.32672 -1.42317
C 0.45832 1.66957 -0.36604
C 1.54130 1.27645 0.60929
N 2.63880 0.56342 -0.08951
H -1.56138 0.51024 1.87016
H -2.79406 -0.59992 2.38288
H -1.11959 -1.08481 2.62281
H -2.10961 -2.30554 0.76134
H -2.52011 -0.74034 -0.05711
H 0.83770 2.37259 -1.09952
H -0.41296 2.10110 0.13370
H 1.93132 2.18345 1.04788
H 1.11498 0.62363 1.37622
H 3.52512 0.72256 0.37249
H 2.46722 -0.43242 -0.00117
*
```

Computed properties:
Relative energy (zero: lowest compared OMol25 entry of this formula, charge and spin)   17.2 kJ/mol
E_HOMO   -8.79 eV
SMILES   CCSSCCN
Max |F|   1.1 eV/A



The lowest relative energy (zero: lowest compared OMol25 entry of this formula, charge and spin) belongs to which entry?
number 8



Which value of relative energy (zero: lowest compared OMol25 entry of this formula, charge and spin) does entry 7 give?
113.5 kJ/mol



Among the records above, which one has the lowest relative energy (zero: lowest compared OMol25 entry of this formula, charge and spin)?
number 8